# 1
Molecular formula: C6H11NOP2
Method: DFT, ωB97M-V/def2-TZVPD

CARTESIAN COORDINATES (ANGSTROEM)
C  -0.70873  -0.06268  -1.59641
C  -0.85951  -1.23725  -0.72503
C  0.43947  -1.57424  0.00633
C  0.65277  -0.58461  1.25357
C  0.68688  0.94715  0.86625
C  -0.46462  1.48935  0.13284
N  -0.54984  1.12544  -1.26555
O  -0.38026  -0.36580  -2.92112
P  -0.26566  2.49546  -3.44663
P  -0.51220  0.65304  -4.21932
H  -1.56090  -0.90436  0.08637
H  -1.26789  -2.11598  -1.28054
H  0.33472  -2.55397  0.39597
H  1.26295  -1.61969  -0.69545
H  -0.24937  -0.90431  1.90389
H  1.54740  -0.90631  1.84514
H  0.91637  1.41620  1.84094
H  1.54468  1.20661  0.20834
H  -1.52304  1.20879  0.52084
H  -0.24418  2.57599  0.08162
H  -0.22966  3.27670  -4.51847

Output
F_max (eV/Å): 3.25
Energy above the lowest of the compared OMol25 structures with the same formula, charge and spin (kcal per mole): 10.8
LUMO level (hartree): -0.0035

***

# 2
Molecular formula: C74H162O37
Method: DFT, ωB97M-V/def2-TZVPD

CARTESIAN COORDINATES (ANGSTROEM)
C  7.04580  1.71547  4.61299
O  8.23013  2.07750  3.92089
C  9.35686  2.44564  4.74981
C  10.62832  2.40735  3.73991
O  10.91074  3.70194  3.15005
C  12.07814  3.78001  2.29827
C  12.01972  5.06175  1.38859
O  12.47235  6.25402  2.10045
C  11.42227  6.86430  2.82515
H  6.71105  2.61030  5.13770
H  7.12679  0.89029  5.32054
H  6.39216  1.46051  3.77880
H  9.51016  1.62730  5.45331
H  9.32441  3.44095  5.19299
H  10.68168  1.69780  2.91420
H  11.49368  2.27362  4.38903
H  12.01282  2.98294  1.55765
H  13.01497  3.58280  2.81939
H  11.01910  5.29243  1.02300
H  12.64524  4.93197  0.50542
H  11.58615  7.92893  2.65841
H  11.64417  6.69664  3.87907
H  10.38499  6.59984  2.61967
C  3.08576  7.12313  5.01856
O  3.11690  5.86491  4.21639
C  2.02932  4.99011  4.46091
C  1.88759  4.56294  5.93630
O  1.25925  3.25504  6.06677
C  0.96305  2.98843  7.43833
C  0.02367  4.03021  8.09899
O  0.81279  4.80669  9.05769
C  0.02579  5.78245  9.73889
H  2.21839  7.70656  4.70973
H  3.94993  7.69048  4.67298
H  3.02115  7.00392  6.10009
H  2.10992  4.15405  3.76619
H  1.12963  5.49782  4.11322
H  1.31409  5.33140  6.45462
H  2.81916  4.54868  6.50206
H  1.80585  2.62291  8.02500
H  0.40529  2.05259  7.40327
H  -0.75616  3.51279  8.65778
H  -0.43473  4.59043  7.28405
H  -0.06325  6.63498  9.06555
H  0.62861  5.95334  10.63080
H  -0.89299  5.34078  10.12474
C  3.37990  4.02646  -6.08173
O  3.67649  4.19335  -7.44874
C  3.23629  5.47969  -7.87516
C  3.20037  5.67003  -9.43593
O  4.35756  6.11241  -10.13415
C  5.37793  5.11640  -10.13309
C  6.72301  5.72825  -10.39990
O  7.02279  5.86116  -11.78088
C  6.42752  6.99889  -12.32801
H  3.64017  3.03673  -5.70653
H  2.30155  4.10284  -5.94231
H  3.95681  4.70619  -5.45464
H  4.00106  6.23847  -7.70940
H  2.28132  5.83440  -7.48745
H  2.23196  6.08745  -9.71168
H  3.02407  4.63881  -9.74186
H  5.07042  4.30147  -10.78840
H  5.48984  4.76831  -9.10625
H  7.61090  5.23783  -10.00086
H  6.83928  6.68297  -9.88699
H  6.64404  7.98954  -11.92824
H  5.35447  6.81616  -12.27063
H  6.62324  6.97043  -13.39992
C  -5.56304  7.42778  2.64210
O  -4.19357  7.57617  2.97018
C  -3.40519  6.36220  2.86774
C  -3.20556  5.88983  1.38059
O  -2.03852  6.36885  0.71914
C  -1.79650  7.77464  0.94067
C  -0.65549  8.31537  0.07204
O  -1.21359  8.60079  -1.20207
C  -0.40801  8.36656  -2.25960
H  -6.04986  8.11633  3.33276
H  -6.04025  6.48673  2.91557
H  -5.65820  7.62412  1.57416
H  -3.79100  5.49601  3.40530
H  -2.44548  6.52122  3.35946
H  -4.18242  6.04557  0.92277
H  -3.01431  4.81979  1.46150
H  -1.55820  7.95185  1.98943
H  -2.77549  8.21646  0.75502
H  0.24554  7.70271  0.10176
H  -0.28612  9.30777  0.33053
H  -0.10789  7.32128  -2.33317
H  0.46782  9.01106  -2.33479
H  -1.02497  8.55259  -3.13872
C  7.42947  1.03253  -0.80214
O  8.02799  0.01569  -1.55164
C  8.88471  -0.88945  -0.81077
C  9.92449  -1.68692  -1.66208
O  10.71556  -2.31136  -0.75069
C  11.62566  -3.25152  -1.41335
C  12.87661  -3.60016  -0.51890
O  12.66133  -4.11810  0.74631
C  12.07380  -5.40758  0.84549
H  7.09055  1.97499  -1.23227
H  7.99326  1.41367  0.04932
H  6.49887  0.66437  -0.37024
H  8.30913  -1.47786  -0.09622
H  9.53181  -0.11100  -0.40656
H  10.51863  -1.02032  -2.28718
H  9.43913  -2.49697  -2.20646
H  12.02832  -2.83186  -2.33524
H  11.11088  -4.15034  -1.75281
H  13.36960  -2.65770  -0.28053
H  13.54376  -4.29635  -1.02716
H  12.79387  -6.20974  0.68375
H  11.26944  -5.52057  0.11862
H  11.64885  -5.48170  1.84651
C  -1.51858  0.62261  -1.07218
O  -0.50218  -0.33982  -1.49098
C  0.54058  -0.45045  -0.50563
C  0.24074  -1.26087  0.75151
O  -0.60528  -0.44134  1.52599
C  -1.22299  -1.09510  2.67643
C  -2.14277  -2.27407  2.38758
O  -2.94380  -1.98595  1.21932
C  -3.47022  -3.20623  0.56063
H  -1.94433  0.81549  -2.05688
H  -1.13606  1.53942  -0.62359
H  -2.28321  0.17733  -0.43566
H  0.87344  0.53256  -0.17246
H  1.39150  -0.99033  -0.92100
H  1.22815  -1.52885  1.12743
H  -0.26712  -2.17797  0.45301
H  -1.73003  -0.38691  3.33177
H  -0.49682  -1.52901  3.36379
H  -2.86511  -2.33848  3.20132
H  -1.57299  -3.20134  2.32729
H  -2.59525  -3.70311  0.14154
H  -4.18108  -2.97617  -0.23299
H  -4.06269  -3.79577  1.26027
C  -14.57730  0.45640  4.63949
O  -13.33529  0.58992  3.95178
C  -12.78764  1.89900  3.81256
C  -11.41103  1.74064  3.05820
O  -10.57074  0.83130  3.85250
C  -9.48924  0.19030  3.20386
C  -8.44043  1.22729  2.87732
O  -8.58674  1.97828  1.65387
C  -8.16307  1.23010  0.51510
H  -15.41219  0.95323  4.14528
H  -14.47424  0.62479  5.71146
H  -14.87433  -0.58927  4.55925
H  -12.71343  2.37333  4.79114
H  -13.52117  2.52547  3.30505
H  -11.01778  2.68994  2.69447
H  -11.68486  1.32089  2.09026
H  -9.68699  -0.46823  2.35809
H  -9.06603  -0.56577  3.86519
H  -7.49318  0.68851  2.85385
H  -8.38741  1.88300  3.74641
H  -8.92288  0.84974  -0.16762
H  -7.70963  0.27727  0.78820
H  -7.48252  1.82603  -0.09303
O  -2.54495  4.04580  -6.69969
C  -3.77457  3.86990  -6.46791
O  -4.52547  4.58300  -5.65045
C  -3.92417  5.57070  -4.83555
C  -4.99558  6.40407  -4.14402
C  -4.53355  2.87132  -7.35062
H  -3.34649  6.22798  -5.48547
H  -3.21935  5.02043  -4.21224
H  -5.75770  6.75006  -4.84227
H  -4.64080  7.26049  -3.57064
H  -5.50650  5.73050  -3.45601
H  -5.31178  3.34680  -7.94759
H  -5.00255  2.07387  -6.77423
H  -3.91376  2.31356  -8.05266
O  -0.68675  -7.19273  5.32507
C  -0.50304  -7.33566  6.50511
O  0.54680  -6.96729  7.29480
C  1.63808  -6.18406  6.83149
C  2.16905  -5.19821  7.79643
C  -1.54034  -7.98799  7.36686
H  1.43738  -5.69522  5.87815
H  2.45834  -6.89380  6.72410
H  2.72348  -5.68272  8.60014
H  1.41978  -4.49700  8.16386
H  2.87916  -4.52780  7.31231
H  -1.10307  -8.55260  8.19035
H  -2.31712  -8.51600  6.81377
H  -2.11013  -7.14780  7.76374
O  9.74858  -1.89084  -6.61077
C  9.13272  -1.92167  -7.72386
O  7.87302  -1.65400  -7.97698
C  7.00254  -1.02696  -7.00356
C  6.04307  -2.06214  -6.37488
C  9.80365  -2.41414  -8.94746
H  6.43467  -0.15852  -7.33740
H  7.49877  -0.55263  -6.15689
H  6.55839  -3.02043  -6.43983
H  5.04354  -2.14402  -6.80189
H  5.92712  -1.78455  -5.32722
H  9.63781  -1.67068  -9.72711
H  9.38462  -3.35161  -9.31307
H  10.87530  -2.55543  -8.80707
O  -4.64282  -2.70184  9.75756
C  -5.66370  -3.03965  10.37959
O  -6.85887  -3.59851  9.89545
C  -6.88203  -4.08493  8.55507
C  -8.11925  -4.89046  8.32606
C  -5.77550  -2.77514  11.86435
H  -6.07176  -4.78239  8.34270
H  -6.55780  -3.20870  7.99364
H  -7.76665  -5.91426  8.20115
H  -8.52249  -4.68342  7.33478
H  -8.92324  -4.76772  9.05174
H  -5.74865  -1.72287  12.14741
H  -4.85756  -3.18593  12.28475
H  -6.44219  -3.46960  12.37560
O  4.61656  -6.04945  -0.58196
C  4.41759  -6.08073  0.62845
O  3.39730  -6.79843  1.28340
C  2.61430  -7.80159  0.64968
C  3.38009  -9.13935  0.55010
C  5.31091  -5.37755  1.63267
H  2.23113  -7.42055  -0.29694
H  1.72409  -8.04831  1.22828
H  3.16112  -9.70308  -0.35675
H  3.31181  -9.68460  1.49144
H  4.46009  -8.99727  0.51111
H  5.07347  -4.31392  1.61233
H  6.34939  -5.48995  1.32116
H  5.17781  -5.66139  2.67662
O  -3.73881  -6.28225  -6.27630
C  -3.64925  -5.14786  -6.54312
O  -2.94450  -4.22955  -5.90731
C  -2.33729  -4.33917  -4.67949
C  -0.89911  -4.89373  -4.88337
C  -4.18720  -4.68500  -7.87440
H  -2.84337  -5.12058  -4.11259
H  -2.36619  -3.35028  -4.22195
H  -0.57345  -5.36441  -3.95573
H  -0.14875  -4.14852  -5.14742
H  -0.89822  -5.60224  -5.71168
H  -5.03076  -5.35160  -8.05371
H  -3.47971  -4.88804  -8.67836
H  -4.66827  -3.71400  -7.99184
O  -11.21161  -5.88415  -5.51842
C  -10.14936  -5.78145  -6.12944
O  -9.16878  -4.87279  -5.93923
C  -9.35952  -3.59894  -5.26728
C  -8.07713  -2.74235  -5.24004
C  -9.68155  -7.01102  -7.00618
H  -9.74547  -3.65727  -4.24957
H  -10.21217  -3.19679  -5.81442
H  -7.93746  -2.39792  -6.26471
H  -7.05365  -3.03796  -5.00938
H  -8.31020  -1.78947  -4.76486
H  -10.45607  -7.75806  -7.17982
H  -8.73958  -7.43466  -6.65789
H  -9.42907  -6.68144  -8.01402
O  -9.30944  -7.64873  1.78607
C  -9.86924  -7.30055  0.74001
O  -9.37872  -7.39772  -0.55481
C  -8.12734  -7.90069  -0.86189
C  -7.57456  -7.32017  -2.22622
C  -11.32957  -6.68793  0.66974
H  -8.03971  -8.97620  -1.01586
H  -7.30902  -7.64285  -0.18959
H  -8.29305  -7.63751  -2.98199
H  -6.61017  -7.77835  -2.44555
H  -7.57827  -6.23152  -2.28032
H  -11.11809  -5.62170  0.75054
H  -11.93786  -7.07931  1.48516
H  -11.83271  -6.84806  -0.28384

Output
F_max (eV/Å): 5.14
LUMO level (hartree): -0.0012

***

| no. | gap between HOMO and LUMO (eV) |
| --- | --- |
| 1 | 8.0 |
| 2 | 9.3 |